Entry 1:
A 2-piece molecular cluster, C2H5N3OS overall at a distorted geometry. Source: OMol25; level of theory: ωB97M-V/def2-TZVPD.

Each line ends with the Löwdin charge.
Atoms and positions in Å:
C -1.6171 -1.0861 -0.3224  -0.338
C 2.2597 -0.1781 0.0929  -0.392
H -2.5208 1.9590 0.9244  0.315
H -2.6209 -1.7299 -0.5337  0.142
H 0.2422 0.3845 -0.0548  0.017
H 2.9160 -1.0898 0.4473  0.143
H 1.8869 1.6504 -0.7093  0.120
N -1.4810 0.2251 0.2684  -0.190
N 0.9096 -0.3272 0.1877  -0.413
N 2.7669 1.0108 -0.2184  0.003
O -2.7971 0.9198 -0.1068  -0.275
S 0.0556 -1.7385 0.0247  0.867

- Kohn-Sham gap (eV) = 7.55
- lowest unoccupied orbital energy (eV) = -0.7
- energy relative to the best compared isomer or geometry (same formula, charge and spin) (eV) = 9.267
- E_HOMO (eV) = -8.28
- DFT total energy (Ha) = -716.6002

---

Entry 2:
A 2-piece molecular cluster, C2H5N3OS overall at a distorted geometry. Source: OMol25; level of theory: ωB97M-V/def2-TZVPD.

Each line ends with the Löwdin charge.
Atoms and positions in Å:
C 1.7853 -1.3394 0.7813  -0.024
N 0.6059 -1.8159 0.9579  -0.086
N -0.4317 -2.0646 0.4138  -0.609
S -1.4821 -3.0837 -0.0832  0.569
H 2.4349 -1.8662 0.0277  0.088
H 2.1122 -0.7236 1.6306  0.069
N -1.5887 2.1614 -0.7793  0.093
C -0.6710 1.2818 -0.2435  -0.422
O -0.1290 1.3989 0.8436  -0.006
H -1.8051 2.2122 -1.8520  0.154
H -1.5533 2.9898 -0.2509  0.069
H -0.3854 0.4651 -0.8986  0.105

- Kohn-Sham gap (eV) = 7.50
- lowest unoccupied orbital energy (eV) = -0.2
- energy relative to the best compared isomer or geometry (same formula, charge and spin) (eV) = 4.661
- E_HOMO (eV) = -7.69
- structure (SMILES) = C=NN=S.NC=O
- DFT total energy (Ha) = -716.7694

---

Entry 3:
One molecule with the formula C2H5N3OS2 at a distorted geometry. Source: OMol25; level of theory: ωB97M-V/def2-TZVPD.

Each line ends with the Löwdin charge.
Atoms and positions in Å:
N -2.3609 -0.7502 1.1619  0.137
C -2.3994 0.0179 -0.0097  -0.523
O -3.3220 0.8173 -0.3683  0.012
N -1.0059 0.2272 -0.5904  -0.392
S 0.2738 -0.9256 -0.5642  0.856
C 1.5574 0.2255 0.1367  -1.208
N 0.8198 1.3910 0.3791  -0.063
S 3.1470 -0.0554 0.1773  0.598
H -3.2931 -0.6659 1.6378  0.131
H -1.8541 -1.5957 1.3719  0.079
H -1.4333 0.1493 -1.6478  0.158
H -0.1648 1.5207 -0.1582  0.107
H 1.4689 2.2127 0.5161  0.109

- Kohn-Sham gap (eV) = 9.08
- lowest unoccupied orbital energy (eV) = 0.3
- energy relative to the best compared isomer or geometry (same formula, charge and spin) (eV) = 1.240
- E_HOMO (eV) = -8.78
- structure (SMILES) = NC(=O)NSC(N)=S
- DFT total energy (Ha) = -1115.0490